C9H11NO4S | ωB97M-V with the def2-TZVPD basis set

Cartesian coordinates (Å):
C1 2.57 -1.84 1.41
N1 1.26 -1.78 0.75
C2 1.24 -1.06 -0.51
C3 0.59 0.28 -0.33
C4 -0.72 0.51 -0.46
S1 -1.86 -0.77 -0.96
C5 -3.44 -0.39 -0.24
O1 -1.47 -2.05 -0.43
O2 -1.97 -0.66 -2.39
C6 -1.24 1.88 -0.26
O3 -2.43 2.15 -0.30
C7 -0.27 2.96 -0.02
C8 1.03 2.75 0.11
C9 1.53 1.37 0.06
O4 2.69 1.09 0.36
H1 3.40 -1.78 0.71
H2 2.65 -2.79 1.93
H3 2.68 -1.06 2.15
H4 0.93 -2.72 0.62
H5 2.23 -0.91 -0.92
H6 0.68 -1.62 -1.25
H7 -3.30 -0.33 0.83
H8 -3.82 0.53 -0.64
H9 -4.06 -1.23 -0.51
H10 -0.67 3.96 0.02
H11 1.75 3.53 0.27

## Properties
E_HOMO, eV: -9.08
Net charge: 0
Relative energy (zero: lowest compared OMol25 entry of this formula, charge and spin), eV: 2.445
E_LUMO, eV: -2.0
Total energy, eV: -30024.4442
Strongest force on any atom, hartree/bohr: 0.0250

=====

C9H11NOS2 | ωB97M-V with the def2-TZVPD basis set

Cartesian coordinates (Å):
C1 2.60 -0.62 -0.96
C2 3.22 -0.01 0.21
C3 2.19 0.92 0.96
C4 0.04 0.27 -0.81
C5 -1.53 0.33 -0.26
C6 -1.91 -0.07 0.96
C7 -3.14 -0.39 1.28
C8 -4.02 -0.24 0.14
C9 -2.45 0.41 -1.32
H1 2.40 0.40 -1.45
H2 3.25 -1.35 -1.71
H3 4.11 0.50 -0.14
H4 3.32 -0.62 1.15
H5 2.67 1.92 1.41
H6 1.68 0.36 1.67
H7 0.10 0.59 -1.94
H8 -1.02 -0.41 1.69
H9 -3.54 -0.89 2.21
H10 -5.05 -0.59 0.18
H11 -1.97 0.85 -2.19
N1 -3.73 0.23 -1.05
O1 0.92 -1.95 0.71
S1 0.92 -1.34 -0.71
S2 0.96 1.69 -0.03

## Properties
E_HOMO, eV: -8.82
Net charge: 0
Relative energy (zero: lowest compared OMol25 entry of this formula, charge and spin), eV: 4.432
E_LUMO, eV: 0.5
Total energy, eV: -34715.5186
Strongest force on any atom, hartree/bohr: 0.1405

=====

C9H11NS | ωB97M-V with the def2-TZVPD basis set

Cartesian coordinates (Å):
C1 3.07 0.62 -0.26
C2 2.39 0.19 -1.44
C3 2.46 0.83 0.93
C4 1.03 -0.10 -1.34
C5 1.05 0.66 0.97
C6 0.42 0.15 -0.12
C7 -2.04 0.05 2.22
C8 -1.78 -1.31 -1.18
C9 -1.10 0.11 -0.03
N1 -1.49 -0.41 1.19
S1 -1.69 1.79 -0.85
H1 4.16 0.86 -0.28
H2 2.87 -0.04 -2.42
H3 2.88 1.07 1.90
H4 0.55 -0.59 -2.20
H5 0.38 0.84 1.83
H6 -2.20 -0.51 3.18
H7 -2.45 1.05 2.41
H8 -0.85 -1.79 -1.43
H9 -2.47 -1.90 -0.62
H10 -2.20 -0.83 -2.06
H11 -2.62 1.31 -1.78

## Properties
E_HOMO (spin up / spin down), eV: -4.26 / -8.77
Net charge: 0
Relative energy (zero: lowest compared OMol25 entry of this formula, charge and spin), eV: 1.221
E_LUMO (spin up / spin down), eV: 0.6 / -3.1
Total energy, eV: -21828.9598
Spin multiplicity: 3
Strongest force on any atom, hartree/bohr: 0.1234

=====

C9H11NSi | ωB97M-V with the def2-TZVPD basis set

Cartesian coordinates (Å):
C1 2.89 0.85 0.12
C2 2.03 1.73 -0.53
C3 2.41 -0.45 0.43
C4 0.76 1.34 -0.87
C5 1.12 -0.79 0.17
C6 0.28 0.11 -0.50
C7 0.42 -2.02 0.58
C8 -0.68 -2.29 0.01
C9 -1.06 -0.29 -1.00
N1 -2.52 0.59 1.47
Si1 -2.66 0.48 -0.29
H1 3.90 1.18 0.33
H2 2.32 2.70 -0.73
H3 3.14 -1.15 0.76
H4 0.08 2.06 -1.33
H5 0.98 -2.69 1.26
H6 -1.52 -3.06 0.10
H7 -1.19 -0.39 -2.12
H8 -1.84 1.29 1.72
H9 -2.26 -0.40 1.81
H10 -2.93 1.90 -0.83
H11 -3.67 -0.66 -0.58

## Properties
E_HOMO, eV: -8.64
Net charge: 0
Relative energy (zero: lowest compared OMol25 entry of this formula, charge and spin), eV: 2.605
E_LUMO, eV: 0.6
Total energy, eV: -18876.1766
Strongest force on any atom, hartree/bohr: 0.1296

=====

C9H11O3 | ωB97M-V with the def2-TZVPD basis set

Cartesian coordinates (Å):
C1 -2.01 -1.69 1.36
C2 -2.53 -0.43 2.05
O1 -1.69 0.57 1.99
O2 -3.57 -0.43 2.68
H1 -2.80 -2.42 1.23
H2 -1.32 -2.09 2.10
H3 -1.54 -1.53 0.39
C3 3.99 -0.24 -1.92
C4 0.20 0.13 -1.94
C5 1.51 -0.08 -2.35
C6 -0.04 0.64 -0.65
C7 2.57 -0.02 -1.46
C8 1.00 0.55 0.28
C9 2.31 0.32 -0.13
O3 -1.24 1.07 -0.32
H4 -0.64 0.22 -2.62
H5 1.75 -0.43 -3.35
H6 -1.45 0.81 0.83
H7 0.76 0.69 1.33
H8 4.05 -0.68 -2.91
H9 4.50 -0.86 -1.18
H10 3.13 0.53 0.55
H11 4.49 0.74 -2.03

## Properties
E_HOMO, eV: -4.16
Net charge: -1
Relative energy (zero: lowest compared OMol25 entry of this formula, charge and spin), eV: 0.363
E_LUMO, eV: 3.4
Total energy, eV: -15655.9376
Strongest force on any atom, hartree/bohr: 0.0305

=====

C9H11O3 | ωB97M-V with the def2-TZVPD basis set

Cartesian coordinates (Å):
C1 2.58 2.42 0.43
C2 1.30 3.24 0.25
O1 1.42 4.46 0.21
O2 0.21 2.57 0.07
H1 3.16 2.61 -0.47
H2 2.37 1.35 0.38
H3 3.09 2.75 1.33
C3 -1.34 -4.06 -1.60
C4 -0.46 -0.47 0.56
C5 -0.56 -0.42 -0.84
C6 -0.57 -1.72 1.25
C7 -0.98 -1.57 -1.49
C8 -1.00 -2.82 0.56
C9 -1.27 -2.76 -0.83
O3 -0.12 0.56 1.31
H4 0.07 1.53 0.65
H5 -0.25 0.42 -1.43
H6 -0.34 -1.74 2.31
H7 -1.09 -1.53 -2.57
H8 -1.03 -3.83 0.98
H9 -2.31 -4.54 -1.40
H10 -0.60 -4.81 -1.26
H11 -1.03 -4.01 -2.64

## Properties
E_HOMO, eV: -4.10
Net charge: -1
Relative energy (zero: lowest compared OMol25 entry of this formula, charge and spin), eV: 0.443
E_LUMO, eV: 3.4
Total energy, eV: -15655.8572
Strongest force on any atom, hartree/bohr: 0.0350